(1)
The following is a DFT calculation (the ωB97M-V functional and the def2-TZVPD basis) of a molecular structure, C37H43N6ORbS4.

Properties
DFT total energy (a.u.): -3456.37919
E_HOMO (eV): -1.09
2S+1: 1
Net charge: -2
Gap between HOMO and LUMO (eV): 4.50
ΔE to the lowest compared entry with this formula, charge and spin (kJ/mol): 193.0

Last column: Mulliken charge in e.
Positions of all 92 atoms, in Å:
Rb1 0.240766 -2.136070 2.674588  0.743
C1 4.103736 -1.818598 0.909718  -0.893
N1 2.985722 -0.928847 1.203364  0.931
C2 2.442373 -0.322663 0.001094  -0.242
C3 2.310104 -1.249415 -1.208988  -2.189
N2 1.575014 -2.459419 -0.974342  1.217
C4 0.149068 -2.270659 -0.826725  -0.661
C5 1.909636 -3.575335 -1.798675  -0.477
C6 2.350675 -3.368037 -3.099780  0.178
C7 2.701964 -4.422272 -3.935096  -1.042
C8 2.583687 -5.712693 -3.444263  -0.358
C9 2.134238 -5.929086 -2.159188  -0.648
C10 1.776506 -4.891636 -1.279467  0.179
S1 1.250709 -5.248135 0.324364  -0.418
C11 3.224289 -0.027652 2.281564  0.066
C12 3.073449 1.347985 2.094908  -0.001
C13 3.370447 2.274312 3.087856  -0.904
C14 3.815442 1.817033 4.317865  -0.698
C15 3.892027 0.457100 4.540684  -0.584
C16 3.577521 -0.511135 3.577806  0.282
S2 3.597742 -2.181272 4.061279  -0.504
H1 4.528025 -2.173723 1.844814  0.388
H2 4.878095 -1.292219 0.327074  0.249
H3 3.744652 -2.684171 0.354700  0.063
H4 3.088082 0.504368 -0.361723  0.190
H5 1.482106 0.137020 0.247304  0.239
H6 3.310553 -1.524822 -1.549150  0.761
H7 1.867070 -0.630160 -2.019854  0.366
H8 -0.330849 -1.921006 -1.764117  0.188
H9 -0.056130 -1.535290 -0.046798  -0.459
H10 -0.310547 -3.208555 -0.518899  0.332
H11 2.427373 -2.352796 -3.470162  0.332
H12 3.052915 -4.234709 -4.942149  0.357
H13 2.852063 -6.560863 -4.066148  0.325
H14 2.055782 -6.938449 -1.777158  0.356
H15 2.735153 1.734024 1.145370  0.223
H16 3.253026 3.331635 2.885754  0.375
H17 4.073013 2.510516 5.112460  0.326
H18 4.183357 0.083076 5.514527  0.333
C17 -3.445045 0.752378 0.518657  -0.950
N3 -2.954071 -0.518092 1.040900  -0.178
C18 -3.750343 -1.529698 0.901054  -0.102
C19 -3.500788 -2.884895 1.225848  -0.024
C20 -4.361203 -3.945536 0.868831  -0.854
C21 -3.682907 -5.110564 1.191910  -0.766
C22 -2.447985 -4.692284 1.720936  -0.526
N4 -2.333752 -3.365892 1.759043  0.277
C23 -3.905165 0.776349 -0.924195  0.772
C24 -4.913516 1.639768 -1.336014  -0.552
C25 -5.290656 1.720437 -2.668375  -0.488
C26 -4.666822 0.925555 -3.614860  -0.437
C27 -3.670684 0.044386 -3.213362  -0.766
C28 -3.297130 -0.030768 -1.884511  -0.144
H19 -2.620914 1.474914 0.594396  -0.296
H20 -4.248524 1.166287 1.147854  0.627
H21 -4.743333 -1.381731 0.441983  0.223
H22 -5.331120 -3.846304 0.405229  0.409
H23 -4.005651 -6.129223 1.039572  0.398
H24 -1.634553 -5.324210 2.045399  0.391
H25 -5.410703 2.259519 -0.597821  0.353
H26 -6.082128 2.399919 -2.964332  0.372
H27 -4.964627 0.976387 -4.654827  0.381
H28 -3.196802 -0.605077 -3.938097  0.450
H29 -2.559147 -0.755239 -1.569801  0.616
C29 0.260523 2.328099 4.594661  -1.021
S3 -0.345562 0.904923 3.680218  1.037
C30 -2.107394 1.192410 3.890040  -1.103
O1 -0.028649 -0.295208 4.509666  -0.818
H30 -0.308950 2.450299 5.514448  0.411
H31 0.188225 3.207090 3.961070  0.275
H32 1.306818 2.119094 4.804542  0.161
H33 -2.360346 2.178188 3.509777  0.286
H34 -2.335363 1.104046 4.950856  0.512
H35 -2.616967 0.429440 3.309490  0.128
N5 -0.510917 1.025259 -1.129358  0.530
C31 -0.325524 2.352694 -0.898106  0.444
S4 -0.511827 2.927143 0.652131  -0.459
N6 -0.003410 3.064457 -2.028716  -0.064
C32 0.343109 4.409882 -2.237953  0.670
C33 0.784559 5.283540 -1.242848  -0.352
C34 1.130510 6.580621 -1.582761  -0.712
C35 1.056538 7.032611 -2.891351  -0.466
C36 0.628580 6.160888 -3.883822  -0.515
C37 0.273186 4.866047 -3.562365  -0.493
H36 -0.877317 0.473956 -0.363620  -0.782
H37 -0.675011 0.658824 -2.054166  0.297
H38 -0.004680 2.522203 -2.881395  0.214
H39 0.854221 4.944553 -0.228661  0.334
H40 1.474226 7.244821 -0.800861  0.356
H41 1.333718 8.048325 -3.137270  0.364
H42 0.566236 6.489404 -4.914183  0.342
H43 -0.069793 4.192584 -4.339260  0.320

Force components x, y, z for each atom (eV/Å):
Rb 0.533 -0.967 -0.640
C 0.042 -0.045 0.053
N -0.153 -0.003 -0.029
C 0.079 0.121 -0.039
C 0.099 0.060 0.047
N -0.104 -0.060 -0.025
C 0.055 -0.093 0.130
C -0.089 0.050 0.038
C 0.039 -0.014 -0.073
C 0.009 0.152 -0.078
C 0.074 -0.110 -0.133
C -0.041 -0.161 0.030
C 0.010 0.076 0.121
S -0.087 0.027 0.174
C -0.088 -0.012 -0.141
C 0.087 0.161 -0.045
C -0.002 0.036 0.019
C -0.011 0.192 -0.031
C 0.080 0.009 0.211
C -0.041 -0.196 0.018
S -0.156 -0.138 0.008
H 0.006 -0.014 -0.053
H 0.032 0.025 -0.038
H 0.014 -0.026 0.006
H -0.030 -0.058 0.010
H -0.030 0.013 0.007
H -0.066 0.030 0.036
H 0.015 0.002 0.029
H 0.055 0.015 -0.034
H -0.069 0.051 -0.018
H -0.057 -0.039 0.006
H 0.005 0.042 -0.042
H 0.019 0.024 -0.042
H 0.007 -0.010 -0.015
H -0.010 -0.043 0.025
H -0.010 0.006 -0.016
H -0.008 0.064 -0.008
H -0.005 0.022 -0.005
H 0.007 0.002 0.006
C 0.018 0.074 0.219
N 0.194 -0.021 -0.274
C -0.062 0.217 -0.018
C 0.028 0.044 -0.016
C -0.047 0.037 0.003
C -0.106 -0.147 -0.061
C 0.049 0.034 0.158
N 0.167 0.128 -0.017
C -0.012 -0.110 0.055
C 0.049 0.067 0.084
C -0.069 0.064 -0.053
C -0.001 0.006 -0.097
C -0.021 -0.020 -0.128
C -0.145 -0.093 0.094
H -0.199 -0.049 0.071
H -0.051 -0.040 -0.036
H 0.050 0.052 0.001
H -0.086 0.008 -0.030
H -0.014 -0.031 -0.005
H 0.072 -0.053 0.021
H 0.002 0.001 0.013
H 0.014 -0.011 0.001
H -0.002 0.001 -0.012
H 0.022 -0.029 -0.038
H 0.038 -0.095 0.038
C -0.095 -0.146 0.005
S 0.081 0.144 -0.082
C 0.179 0.067 0.063
O -0.258 0.389 0.586
H -0.029 -0.027 0.064
H -0.037 0.128 -0.088
H 0.031 -0.026 -0.027
H -0.037 0.132 -0.077
H -0.014 0.006 0.068
H -0.055 -0.125 -0.092
N 0.014 0.673 0.008
C -0.162 -0.587 -0.121
S 0.259 0.485 -0.082
N 0.005 -0.281 0.104
C -0.016 0.120 -0.063
C -0.107 -0.201 -0.282
C 0.015 0.091 -0.063
C -0.001 -0.002 -0.010
C 0.031 0.074 0.019
C -0.021 -0.134 0.252
H 0.028 0.014 0.004
H 0.092 0.023 0.019
H -0.011 0.019 0.108
H -0.002 -0.103 0.220
H 0.010 0.031 0.017
H 0.011 0.039 -0.008
H 0.004 0.003 0.018
H -0.013 -0.032 -0.001

=====

(2)
The following is a DFT calculation (the ωB97M-V functional and the def2-TZVPD basis) of C2H4N2S in the gas phase.

Properties
DFT total energy (a.u.): -586.16870
E_HOMO (alpha / beta) (eV): -8.42 / -8.42
2S+1: 1
Net charge: 0
SMILES string: [H]/N=N/SC=C
Gap between HOMO and LUMO (alpha / beta) (eV): 7.99 / 7.99
ΔE to the lowest compared entry with this formula, charge and spin (kJ/mol): 330.0

Last column: natural (NBO) charge in e.
Positions of all 9 atoms, in Å:
H1 3.027969 -2.822053 -0.568303  0.347
N1 2.959057 -1.826010 -0.463991  -0.318
N2 1.795348 -1.513608 -0.469569  -0.070
S1 1.462680 0.570948 0.100176  0.209
C1 -0.267053 0.410430 -0.044513  -0.407
C2 -1.092236 1.131295 0.716955  -0.430
H2 -0.356064 -0.597321 -0.620775  0.248
H3 -2.252234 1.178649 0.681407  0.216
H4 -0.707022 1.970265 1.381571  0.204

Force components x, y, z for each atom (eV/Å):
H 0.041 -1.203 -0.527
N -1.292 1.870 0.611
N 0.665 1.683 0.705
S 1.031 -1.852 -0.794
C 0.525 -2.302 0.213
C -1.907 1.629 0.231
H -1.078 2.134 0.750
H 2.207 -0.702 -0.199
H -0.192 -1.258 -0.989